Record 1
DFT (ωB97M-V/def2-TZVPD) results for 2 unconnected molecules or ions with the total composition C9H11F9O4 at a distorted geometry.

```
33
Properties=species:S:1:pos:R:3:forces:R:3:lowdin_charge:R:1
H 0.0670 2.6898 0.0754 0.63 -0.38 -0.34 0.1037
F 2.7359 -1.2916 -0.9609 0.06 0.08 0.20 0.1335
O -4.0113 3.6691 0.4477 -0.48 -0.03 -1.45 0.1424
O -2.8355 1.9453 1.2828 0.21 -0.68 -0.80 0.1062
F 2.8995 -1.5062 1.2056 -0.14 -0.02 0.17 0.1109
O 2.2512 -3.9157 -1.3077 -0.31 0.36 -0.20 0.0556
C 1.0442 -4.0856 -1.9397 0.12 -0.29 0.38 -0.5426
O -3.5840 3.5423 2.5685 -0.50 2.44 5.96 0.2506
H 1.5142 -3.8877 0.6314 -0.12 0.17 -0.01 0.1481
C -1.4395 1.9899 1.3611 -0.12 -0.22 -0.82 -0.3817
H 0.3340 -1.6615 1.2716 0.04 -0.01 -0.02 0.1791
C 0.7629 -1.2964 0.3339 -0.30 0.27 0.14 -0.2822
C -0.3706 4.3185 1.3991 -0.18 -0.20 -0.78 -0.0585
C -3.4504 3.1144 1.5285 0.08 -1.76 -3.50 -0.6778
F -0.3306 -3.3008 -3.6732 0.02 -0.06 0.01 0.1038
H -0.0796 4.0774 2.3982 0.13 -0.15 0.57 0.0746
H 3.2246 -3.6638 0.4068 0.10 0.10 -0.06 0.1511
H 1.6576 -3.3899 -3.8962 -0.01 -0.04 0.03 0.1773
H -1.1600 5.0431 1.4024 -0.53 0.44 0.39 0.0671
H -1.1053 1.0650 0.9698 -0.01 -1.04 -0.40 0.1247
C -0.7828 3.0994 0.5721 -0.15 0.70 0.94 -0.1342
C 2.2525 -3.3914 0.0021 0.37 -0.38 0.48 -0.0476
F -1.0691 2.0132 2.6478 0.46 0.13 1.47 0.0768
H 0.4457 4.7945 0.8969 0.63 0.34 -0.19 0.0698
H -1.4688 3.4219 -0.1832 -0.32 -0.02 -0.75 0.1051
H -3.4199 4.3399 0.1109 0.05 0.45 -0.30 0.1118
F 0.8396 0.0610 0.3978 0.11 -0.17 -0.06 0.0850
F -0.0589 -1.6194 -0.6872 -0.05 0.65 0.68 0.0890
C 2.1624 -1.8652 0.1184 0.25 -0.11 -0.46 -0.4460
F 1.0472 -1.8689 -2.7572 0.10 -0.23 -0.58 0.0924
F 1.0087 -5.3529 -2.3997 -0.09 -0.01 -0.08 0.1521
C 0.9038 -3.1541 -3.1419 -0.05 0.24 -0.33 -0.2782
F 0.0152 -3.9334 -1.0820 -0.02 -0.58 -0.32 0.1382
```
Positions in Å, forces in eV/Å.

Computed properties:
Structure (SMILES) ... FC(F)C(F)(F)COC(F)(F)C(F)F.CC[C@@H](F)OC(=O)O

---

Record 2
DFT (ωB97M-V/def2-TZVPD) results for a molecular structure, C13H9Br3FN3O6Ru at a distorted geometry.

```
36
Properties=species:S:1:pos:R:3:forces:R:3:lowdin_charge:R:1
H 0.6654 -2.9825 -1.1287 0.05 -0.04 0.13 0.1524
H -2.7713 4.3525 0.0015 0.08 -0.13 -0.15 0.0322
O -0.1745 -3.7074 2.1651 0.53 -0.10 0.63 0.1124
H 5.5482 1.7526 0.2654 0.08 -0.05 -0.01 0.1293
C -2.6544 4.0712 -1.0432 -0.10 -0.14 0.07 -0.9034
Br -2.9583 2.1458 -1.2138 0.37 -0.02 0.15 0.7380
C 1.0893 2.2745 1.8532 3.95 -0.05 -0.37 -0.5992
N 1.8704 2.3605 -0.4375 -1.97 -1.20 -1.31 -0.0480
H -1.8787 -2.4746 -1.6517 -0.12 -0.15 0.04 0.1413
C -1.1230 -3.5912 1.4432 0.03 0.46 -1.15 -0.4509
O -4.6361 -4.1921 1.4731 -0.35 -0.13 0.12 0.1342
Br 1.7678 1.9887 -3.1024 0.23 -0.05 0.11 0.8214
C 4.0496 1.9377 -1.2498 -0.39 0.17 -0.33 -0.0441
Ru -0.2661 1.6758 -0.9258 3.12 1.21 2.96 1.0849
O 1.1071 -0.2394 -0.2282 -0.29 1.47 -0.05 0.0238
C 0.2762 -2.4857 -0.2320 0.42 0.59 -0.28 -0.0178
C 0.1787 -0.9807 -0.5788 0.69 -2.10 0.71 -0.6089
C 2.6994 2.1485 -1.4376 0.28 -0.17 -0.54 -0.6863
C 4.5007 1.9233 0.0665 -0.08 0.07 0.28 0.0103
N -0.9952 -3.0310 0.1441 0.42 -0.48 1.37 -0.0065
C 3.6129 2.0851 1.1265 -0.09 0.21 -0.53 0.0537
H -2.4964 -4.3859 2.6981 0.07 0.13 -0.27 0.1828
H 4.6975 1.7699 -2.0958 0.09 -0.02 0.02 0.1224
O 1.3812 2.2916 3.0187 -0.68 0.08 0.07 0.1413
F -4.3339 -3.0773 -1.1024 -0.52 -0.05 -0.31 0.1023
O -0.0233 2.2221 1.2771 -3.77 -0.55 -2.33 -0.0681
C 2.2803 2.2937 0.8118 -0.77 -0.25 1.49 -0.1514
C -3.3095 -3.2681 -0.2880 1.48 0.25 0.03 -0.1768
H -3.3390 4.6024 -1.7020 0.13 -0.18 0.05 0.0280
C -2.0566 -2.9057 -0.6771 -2.40 -0.45 -0.23 0.0188
Br -0.8293 4.4273 -1.5934 0.08 -0.78 0.33 0.7113
C -3.5737 -3.8552 1.0352 0.40 0.44 -0.69 -0.3967
N -2.3927 -3.9758 1.7711 -0.17 -0.27 0.51 0.2207
H 0.9750 -2.6206 0.6001 -0.19 0.02 -0.28 0.1393
O -0.8098 -0.5704 -1.2221 -0.57 2.23 -0.32 -0.0809
H 3.9216 2.0203 2.1581 -0.07 0.04 0.08 0.1383
```
Positions in Å, forces in eV/Å.

Computed properties:
Multiplicity ... 2
Net charge ... +1
<S²> ... 1.1099

---

Record 3
DFT (ωB97M-V/def2-TZVPD) results for 13 unconnected molecules or ions with the total composition C4H33N2O13S at a distorted geometry.

```
53
Properties=species:S:1:pos:R:3:forces:R:3:lowdin_charge:R:1
N -0.9028 -1.0329 -1.1675 3.51 -0.93 2.96 -0.0959
C -1.3835 1.2830 -1.5647 1.47 1.42 -0.05 -0.5582
H 2.1255 -1.9541 -1.8859 0.47 0.20 -0.04 0.0285
H -0.4123 -3.0409 -0.9165 -0.28 -0.23 0.24 0.0956
H -1.4600 -1.0467 -0.3331 0.14 -0.07 1.28 0.0992
H 1.4094 0.1319 0.0460 0.48 -0.53 -0.08 0.0112
C -0.2699 0.2871 -1.2987 0.19 0.04 0.92 -0.3188
C 0.0835 -2.0974 -1.0922 -0.09 -0.52 0.38 -0.0598
H -0.0710 1.4525 3.6196 0.10 0.10 -0.09 0.0027
H 1.5363 -0.9830 -2.9299 1.28 -0.25 0.31 0.0325
C 0.5195 0.7084 -0.0543 -0.47 0.76 -0.18 -0.5421
H 0.3923 0.2079 -2.1622 -0.29 0.67 0.53 0.1047
H 0.5886 -2.2018 -2.0482 -0.76 -0.21 0.10 0.0564
H -2.9558 -3.0916 -0.8141 -0.35 -0.57 0.70 0.0181
H -2.4622 0.4220 -2.4275 -1.59 -1.54 -1.45 -0.0024
O 0.5246 -1.4507 2.6613 0.72 0.52 0.34 -0.1058
H -0.0404 -0.1563 -4.6008 -0.26 -0.56 0.76 0.0852
H -0.2309 2.3648 -2.8377 0.32 -0.13 0.06 0.0857
O -2.3875 -0.5227 -2.6420 -3.12 0.82 -3.49 -0.0900
H -2.9154 0.8545 0.7174 -0.01 -0.15 0.41 0.0219
H 1.4345 1.2644 3.8531 -0.17 0.03 -0.03 0.0212
H -2.1773 -0.8832 -1.7580 -0.26 -0.57 -1.08 -0.0238
O -2.9351 0.6428 1.6745 -0.04 0.38 -0.26 -0.0751
O 0.0231 -0.7631 -3.8378 0.91 -0.03 -1.49 -0.0827
H 3.2487 1.2276 -0.7135 -0.14 0.12 0.17 -0.0096
H 1.4243 -1.3648 2.2572 -0.63 -0.06 0.15 0.0171
O 2.7886 2.0420 2.4954 2.03 0.35 -0.24 -0.1520
O -2.0320 -1.9022 1.8133 0.04 -0.14 -0.08 -0.0963
H -0.0713 0.4888 0.8265 -0.29 -0.01 0.25 0.0572
N -1.1785 2.1058 -2.6315 -0.50 0.95 -0.14 0.1787
H 3.2145 -0.1483 -1.3746 0.03 -0.09 -0.13 -0.0037
H 3.7571 2.2049 2.2528 -2.17 -0.22 0.40 0.0969
O 3.0545 -0.6500 1.7542 0.22 0.32 0.24 -0.1034
H -1.8533 2.8664 -2.7823 0.42 -0.64 0.41 0.1324
O 3.6766 0.3592 -0.6807 0.38 0.30 -0.14 -0.0992
O 0.5676 0.9173 4.1187 0.27 -0.09 0.27 -0.0693
H -0.8299 -0.7858 -3.3601 -0.86 0.26 -0.29 0.0169
H 0.5044 -0.6817 3.2922 -0.07 -0.58 -0.48 0.0220
O -3.1945 -3.6135 -0.0174 0.46 0.79 -0.51 -0.1107
O -1.0039 2.4721 2.4815 -0.53 1.45 0.28 -0.1149
H -1.1034 -1.8270 2.1204 -0.08 -0.01 -0.08 0.0063
S 1.0063 2.4843 -0.0974 -0.07 -0.17 0.08 0.4841
H -1.2402 3.3882 2.7890 0.43 -1.40 -0.62 0.1034
O 2.3800 -1.1970 -2.4221 -0.48 0.23 -1.04 -0.0857
H -0.5854 2.5713 1.5902 0.31 0.23 0.15 -0.0379
H 0.8388 -1.9611 -0.3026 -0.17 0.00 -0.03 0.0968
H 2.9690 0.2436 2.1552 -0.12 -0.50 -0.07 0.0053
H -2.3044 1.2829 2.0579 -0.23 -0.16 -0.02 0.0098
H -2.8249 -3.0624 0.7176 -0.11 -0.28 -0.27 -0.0088
H 3.3853 -0.4145 0.8621 -0.10 -0.13 0.01 -0.0017
H -2.4165 -1.0062 1.8875 0.05 -0.01 0.00 0.0019
O -2.4601 1.2842 -0.9844 -0.11 0.79 1.10 0.0367
H 2.2496 2.2807 1.6946 0.11 0.05 -0.12 -0.0808
```
Positions in Å, forces in eV/Å.

Computed properties:
Net charge ... -1

---

Record 4
DFT (ωB97M-V/def2-TZVPD) results for a single C3H4BrNS molecule at a distorted geometry.

```
10
Properties=species:S:1:pos:R:3:forces:R:3:lowdin_charge:R:1
C -0.3260 -1.0091 -0.1014 2.09 1.01 2.24 -0.2189
H 0.2422 -1.6127 -0.8564 -0.58 0.33 1.02 0.0919
H -1.0121 -1.4946 0.5855 0.89 -1.08 0.48 0.1049
H 0.8419 0.0282 1.8413 0.42 -0.70 1.63 -0.0105
H -1.5166 1.9723 -1.2974 0.61 -2.15 1.17 0.1183
C 0.9279 0.0510 0.8037 -2.19 -1.16 -3.38 -0.9427
S 0.3779 1.6823 0.3235 0.67 0.33 -0.09 0.7985
C -0.9822 1.1092 -0.7131 0.55 2.14 0.04 -0.4352
Br 2.5984 -0.6164 0.0784 0.11 0.42 0.42 0.6058
N -1.1513 -0.1102 -0.6642 -2.57 0.85 -3.53 -0.1120
```
Positions in Å, forces in eV/Å.

Computed properties:
Structure (SMILES) ... Br[C@@H]1CN=CS1

---

no.,E (hartree),molar mass (g/mol)
1,-1549.273917,354.2
2,-9032.980729,663.0
3,-1658.116953,349.4
4,-3143.602247,166.0